Below is a cluster of 9 separate species, C45H76F5N3O21 in total, with properties calculated with the ωB97M-V functional and the def2-TZVPD basis.

```
150
Properties=species:S:1:pos:R:3:forces:R:3
C 2.11274 -4.37496 -3.71525 0.73 0.34 -1.49
C 1.67720 -4.27990 -2.28449 -0.10 -1.26 1.44
C 1.01507 -5.70648 -1.89136 -0.32 1.82 0.41
C 1.95804 -6.75767 -1.51068 1.09 -0.21 -0.08
C 2.90429 -6.30983 -0.41740 -0.06 0.48 -0.56
C 3.64466 -4.97822 -0.71151 1.02 0.65 -2.00
N 2.75513 -3.89918 -1.33550 -1.71 -1.08 1.68
O 3.31359 -2.61349 -1.69367 0.33 -1.67 0.01
C 4.35060 -4.43610 0.53987 -0.68 0.96 -0.54
C 4.68968 -5.26026 -1.82061 1.34 -0.02 -0.26
C 0.57014 -3.28171 -2.13229 -0.82 0.77 -1.16
H 1.38061 -3.97055 -4.41420 -0.59 -0.57 0.06
H 2.38553 -5.39791 -3.97461 -0.14 0.04 -0.26
H 2.95563 -3.75343 -4.01745 0.42 0.05 0.71
H 0.36359 -5.55627 -1.03048 -0.50 0.35 -0.12
H 0.47794 -6.11618 -2.74678 -0.53 0.68 -0.05
H 2.42968 -6.96896 -2.47037 0.78 -0.78 0.32
H 1.46687 -7.64301 -1.10692 -0.23 -0.16 -0.51
H 3.61966 -7.12906 -0.34526 0.46 0.35 0.46
H 2.33495 -6.26982 0.51123 0.07 0.22 0.16
H 3.68959 -4.27602 1.39166 -0.19 -1.18 0.31
H 5.26031 -5.01165 0.71095 -0.19 0.15 0.45
H 4.56899 -3.37454 0.42369 0.85 -0.04 -0.71
H 4.32493 -5.63978 -2.77508 -0.63 0.10 0.20
H 5.25950 -4.36671 -2.07553 -0.35 0.45 0.07
H 5.51087 -5.94422 -1.60624 -0.17 -0.42 0.76
H -0.22452 -3.56140 -2.82395 -0.34 -0.28 0.12
H 0.87632 -2.32585 -2.55735 0.22 0.34 0.45
H 0.13119 -3.17383 -1.14043 0.38 -0.05 0.08
H 3.14811 -2.08857 -0.90712 -0.16 0.19 0.20
C 0.49886 5.75403 -2.82686 0.00 0.42 -1.38
C -0.50675 4.84181 -3.68606 1.72 0.96 1.39
C -1.86224 5.32567 -3.36474 -2.91 -0.40 0.71
C -2.94862 4.69357 -4.25050 0.68 1.35 -1.24
C -2.71980 5.04393 -5.76273 -1.38 -1.93 0.71
C -1.27936 4.83760 -6.30204 -1.11 1.46 -0.82
N -0.33001 5.17841 -5.21324 -1.66 -0.57 2.42
O 0.93020 5.30108 -5.53767 0.57 0.04 -0.92
C -1.00187 3.35435 -6.66582 0.12 -0.26 -0.95
C -1.03982 5.92337 -7.44853 -0.33 -1.02 0.74
C -0.31021 3.33923 -3.34061 -0.72 -0.75 -0.26
H 0.30366 6.79830 -3.07079 -0.17 0.10 -0.22
H 1.56415 5.64566 -3.03061 -0.10 -0.59 -0.10
H 0.36839 5.72855 -1.74500 -0.44 -0.78 -0.14
H -2.20280 5.06417 -2.36287 0.79 -0.30 0.40
H -1.93157 6.41255 -3.32012 0.13 0.11 -0.61
H -3.94374 5.07220 -4.01713 0.11 -0.03 0.28
H -2.99047 3.60705 -4.17424 0.16 0.07 0.31
H -3.31954 5.88618 -6.10773 1.02 0.82 0.27
H -3.37234 4.26224 -6.15166 0.45 -0.26 -0.89
H -0.65588 2.78514 -5.80303 0.30 -0.04 -0.37
H -1.80169 2.76159 -7.10968 -1.13 0.61 0.79
H -0.41887 3.26366 -7.58233 1.32 0.34 0.57
H -1.66321 5.69001 -8.31168 -0.21 -0.12 0.20
H -1.39705 6.84959 -6.99843 0.29 0.18 -0.36
H -0.02217 6.00083 -7.83125 0.03 -0.07 0.41
H -1.26262 2.81053 -3.37907 -0.16 0.03 -0.70
H -0.07832 3.09513 -2.30392 0.60 1.08 0.18
H 0.40503 2.75247 -3.91701 0.21 0.35 -0.17
H 1.11184 4.36145 -5.46218 2.03 -0.91 -0.11
C 0.48423 -5.18997 2.56054 -0.22 -0.39 0.01
C -0.84042 -5.10850 3.39440 1.79 0.48 2.30
C -0.58824 -3.98730 4.57488 -2.06 0.60 -0.62
C -0.88416 -2.56653 4.07098 0.19 0.43 -1.72
C -2.28594 -2.51358 3.34288 1.12 -0.50 1.66
C -2.50249 -3.50439 2.27084 -0.67 -1.03 -2.32
N -2.04928 -4.86548 2.63387 -1.04 0.41 1.35
O -2.22540 -5.83524 1.60335 0.47 1.17 0.59
C -4.02534 -3.56349 1.97047 0.04 -0.73 0.73
C -1.81450 -2.95049 0.98698 0.43 -1.17 0.90
C -0.98041 -6.43264 4.18060 -0.74 -0.60 0.00
H 0.56222 -4.53554 1.69235 -0.11 0.32 0.12
H 0.62530 -6.19804 2.17068 -0.21 -0.17 -0.07
H 1.35612 -5.03140 3.19516 -0.07 0.21 0.05
H -1.28429 -3.94197 5.41247 -0.67 -1.57 0.01
H 0.34980 -4.12912 5.11161 0.37 0.05 -0.76
H -0.03151 -2.31341 3.44089 -0.18 0.58 -0.51
H -0.97176 -1.78082 4.82137 0.42 -0.31 0.43
H -2.58724 -1.57861 2.87051 0.40 0.41 0.61
H -2.98733 -2.74811 4.14360 -0.32 0.19 0.14
H -4.56660 -3.95275 2.83280 0.20 -0.24 0.27
H -4.49131 -2.58870 1.82644 0.37 0.17 -0.57
H -4.22994 -4.27357 1.16921 -0.02 0.36 -0.23
H -2.21407 -1.95413 0.79798 0.26 -0.11 -0.43
H -0.74888 -2.99215 1.21241 0.21 0.81 -0.17
H -1.91461 -3.64202 0.15041 -0.50 0.28 -0.25
H -0.18788 -6.72965 4.86746 0.55 0.63 -0.22
H -1.11210 -7.30208 3.53652 -0.03 0.14 -0.34
H -1.86337 -6.40995 4.81932 -0.21 0.26 -0.14
H -1.52094 -5.54370 1.01997 0.21 -0.56 -0.94
C -7.08436 0.74946 0.55028 -0.08 1.08 1.69
C -6.35619 1.52729 1.69361 -2.07 0.48 -0.01
O -5.01347 1.48774 1.30634 1.10 1.10 0.97
C -4.83929 0.62846 0.32593 4.31 -1.17 -2.47
O -3.74185 0.29898 -0.20421 -3.78 1.29 2.28
O -5.99662 0.19865 -0.09846 0.01 -2.45 -1.63
H -7.58450 1.34411 -0.21415 -0.39 0.22 0.53
H -7.74044 0.04320 1.05905 -0.02 -0.41 -0.76
H -6.49663 1.12886 2.69842 0.26 -0.68 -0.21
H -6.80451 2.51558 1.79550 0.75 0.47 -0.37
C -4.02426 2.87079 6.30186 0.93 0.92 0.91
C -5.11986 2.23671 5.52554 -1.10 2.07 1.48
O -4.52192 1.75573 4.40227 -3.16 -0.63 -1.11
C -3.31063 1.54410 4.69863 6.47 -2.82 -3.53
O -2.55738 0.90551 3.94264 -1.51 1.64 2.28
O -2.90567 2.16569 5.79283 0.85 -0.52 1.24
F -5.87775 3.28303 5.16298 -1.92 0.20 -0.49
H -4.19777 2.88095 7.37792 0.54 -0.82 0.05
H -3.83621 3.91852 6.06730 -0.57 0.07 -0.42
H -5.64998 1.47855 6.10196 -0.48 -0.05 -0.42
C 4.25785 4.69954 0.53716 1.27 2.99 2.28
C 2.81686 4.40888 0.80486 3.55 -1.32 2.22
O 2.57289 3.55610 -0.20257 -3.83 -2.42 -0.82
C 3.40672 3.63204 -1.18682 1.96 -0.42 -4.86
O 3.31470 3.04944 -2.28848 0.23 2.15 3.81
O 4.38695 4.54503 -0.83447 -0.17 -2.32 -1.52
F 2.24742 5.57652 0.68662 -3.07 2.09 -0.37
H 5.01387 4.33304 1.23158 0.08 -1.17 -0.70
H 4.31981 5.77325 0.71439 0.29 0.13 0.01
H 2.62112 3.91260 1.75538 -0.37 0.25 0.01
C 6.02187 1.22267 -1.48648 -0.27 1.90 -2.83
C 5.76008 -0.19699 -1.57487 1.20 -0.88 -1.64
O 6.37579 -0.66491 -0.40692 0.05 -0.74 1.09
C 6.22941 0.29933 0.51212 -1.81 -0.26 -0.32
O 6.40623 0.15623 1.67751 0.01 1.15 -0.88
O 5.60684 1.35001 -0.23714 0.24 1.93 7.11
F 6.55222 -0.62537 -2.54253 0.54 -1.96 -2.43
H 5.48227 1.92064 -2.12661 -0.50 -0.49 -0.13
H 7.06310 1.50536 -1.64153 0.42 -0.52 0.09
H 4.72785 -0.53743 -1.65682 0.09 0.00 -0.10
C -0.30166 0.54852 1.27850 -0.74 1.18 -3.02
C -0.46096 0.92855 -0.25809 -1.14 -3.23 2.52
O 0.81747 1.21370 -0.64674 0.72 1.41 -1.56
C 1.63359 0.55339 0.16941 4.86 0.04 -3.18
O 2.82087 0.33736 0.00320 -1.37 0.90 -0.41
O 0.99332 0.02396 1.08295 -2.06 -3.34 6.73
F -1.24571 1.93563 -0.28665 -2.15 4.09 -0.98
H -1.13055 -0.00630 1.71804 0.79 -1.07 -0.27
H -0.34069 1.49460 1.81841 0.73 0.16 0.11
H -0.90273 0.15908 -0.89121 0.18 -0.39 0.00
C -0.17692 4.08387 5.56806 0.28 -0.57 -1.03
C -0.12355 3.35576 4.14254 -0.30 0.45 3.01
O 1.25501 3.02759 4.12961 -1.98 -3.09 -2.83
C 1.92996 3.89397 4.78368 7.68 1.80 0.77
O 3.20799 4.03444 4.71558 -5.96 -0.56 0.17
O 1.13113 4.58083 5.53768 0.86 2.56 1.94
F -0.32558 4.26562 3.17609 -0.41 0.24 -0.72
H -0.21970 3.44356 6.44913 -0.43 -0.54 -0.35
H -0.83431 4.93654 5.73803 -0.22 -0.20 -0.63
H -0.79548 2.50019 4.07468 0.45 -0.15 -0.45
```
Positions in Å, forces in eV/Å.

Output
E_LUMO (alpha / beta) ... -2.00 / -6.03 eV
Total charge ... +1
HOMO (alpha / beta) ... -9.16 / -9.16 eV
Multiplicity ... 2
⟨S²⟩ ... 0.7543
Frontier orbital gap (alpha / beta) ... 7.1606 / 3.1357 eV